Entry 1:
Formula: C26H66N13O22
Source: OMol25
Level of theory: the ωB97M-V functional and the def2-TZVPD basis

The calculation puts the HOMO-LUMO gap at 8.7 eV. The total energy comes out at -3395.80466 a.u. As for the total charge: +1. The multiplicity is 1.

CARTESIAN COORDINATES (ANGSTROEM)
C1 1.648 0.195 1.429
C2 1.195 -1.179 2.231
C3 1.415 -2.562 1.377
C4 0.306 -2.770 0.166
C5 1.066 -2.467 -1.254
C6 0.333 -1.358 -2.215
C7 -0.141 0.016 -1.457
C8 -1.242 0.744 -2.481
C9 -1.730 2.193 -1.861
C10 -2.795 1.989 -0.588
C11 -4.016 0.950 -0.929
C12 -3.721 -0.618 -0.505
C13 -3.611 -0.843 1.137
N1 -3.843 -2.288 1.564
C14 -3.716 -3.297 0.440
C15 -4.811 -2.884 -0.710
N2 -4.983 -1.398 -0.928
H1 2.411 0.791 2.120
H2 0.658 0.841 1.280
H3 2.167 -0.060 0.385
H4 0.081 -1.100 2.604
H5 1.878 -1.229 3.195
H6 1.315 -3.462 2.154
H7 2.541 -2.615 0.985
H8 0.017 -3.928 0.203
H9 -0.696 -2.188 0.331
H10 1.051 -3.493 -1.863
H11 2.220 -2.200 -1.138
H12 1.150 -1.028 -3.020
H13 -0.535 -1.857 -2.859
H14 -0.581 -0.132 -0.383
H15 0.756 0.764 -1.365
H16 -0.648 0.944 -3.496
H17 -2.131 0.030 -2.774
H18 -2.154 2.932 -2.684
H19 -0.794 2.763 -1.390
H20 -3.301 3.063 -0.456
H21 -2.232 1.780 0.419
H22 -4.984 1.311 -0.375
H23 -4.251 0.999 -2.097
H24 -2.735 -1.064 -0.959
H25 -4.463 -0.169 1.619
H26 -2.554 -0.462 1.489
H27 -3.111 -2.485 2.311
H28 -4.770 -2.445 2.019
H29 -2.644 -3.225 -0.042
H30 -3.822 -4.426 0.807
H31 -5.840 -3.420 -0.429
H32 -4.397 -3.323 -1.739
H33 -5.144 -1.179 -1.948
C16 -4.592 -1.212 5.099
N3 -3.107 -1.303 5.127
O1 -2.497 -0.419 5.741
O2 -2.596 -2.258 4.532
H34 -4.902 -0.327 5.660
H35 -4.898 -1.133 4.054
H36 -4.986 -2.119 5.561
C17 -6.516 -2.512 -4.605
N4 -6.117 -1.108 -4.896
O3 -6.525 -0.611 -5.952
O4 -5.405 -0.545 -4.056
H37 -7.137 -2.879 -5.425
H38 -5.602 -3.103 -4.519
H39 -7.077 -2.508 -3.669
C18 0.744 6.154 0.114
N5 0.106 4.895 -0.358
O5 0.397 3.854 0.242
O6 -0.668 4.988 -1.317
H40 1.397 5.924 0.959
H41 1.320 6.563 -0.718
H42 -0.054 6.834 0.417
C19 -0.145 -5.376 -4.236
N6 -1.494 -5.462 -3.613
O7 -2.466 -5.530 -4.374
O8 -1.538 -5.459 -2.377
H43 -0.257 -5.389 -5.322
H44 0.311 -4.441 -3.906
H45 0.430 -6.240 -3.897
C20 4.611 -0.838 3.070
N7 6.096 -0.929 3.098
O9 6.705 -0.046 3.712
O10 6.607 -1.885 2.503
H46 4.301 0.046 3.631
H47 4.305 -0.759 2.025
H48 4.216 -1.745 3.532
C21 4.588 6.390 2.101
N8 3.391 6.247 2.973
O11 2.413 5.658 2.499
O12 3.468 6.729 4.109
H49 4.381 5.922 1.136
H50 4.780 7.458 1.978
H51 5.421 5.891 2.600
C22 -8.635 0.483 -0.960
N9 -9.091 -0.926 -1.098
O13 -8.222 -1.788 -1.273
O14 -10.309 -1.127 -1.027
H52 -7.546 0.512 -1.042
H53 -9.097 1.060 -1.763
H54 -8.957 0.839 0.021
C23 10.014 -0.352 2.121
N10 10.413 1.052 1.831
O15 10.005 1.549 0.775
O16 11.125 1.615 2.671
H55 9.393 -0.719 1.302
H56 10.928 -0.943 2.208
H57 9.454 -0.348 3.058
C24 4.850 8.546 -2.085
N11 4.035 7.828 -1.068
O17 4.607 6.965 -0.392
O18 2.845 8.152 -0.977
H58 5.871 8.162 -2.056
H59 4.396 8.361 -3.061
H60 4.830 9.609 -1.833
C25 4.022 -0.227 -4.831
N12 3.727 -1.678 -4.683
O19 4.662 -2.415 -4.351
O20 2.564 -2.036 -4.905
H61 5.077 -0.056 -4.607
H62 3.797 0.052 -5.862
H63 3.386 0.312 -4.126
C26 1.725 -3.183 5.580
N13 2.557 -4.081 4.733
O21 3.124 -3.574 3.758
O22 2.619 -5.268 5.072
H64 1.763 -2.173 5.166
H65 0.704 -3.569 5.564
H66 2.142 -3.203 6.589


Entry 2:
Formula: C26H66N8O14
Source: OMol25
Level of theory: the ωB97M-V functional and the def2-TZVPD basis

The calculation puts the HOMO-LUMO gap at 1.7 eV. The total energy comes out at -2519.14653 a.u. As for the relative energy (zero: lowest compared OMol25 entry of this formula, charge and spin): 338.2 kJ/mol. As for the total charge: +6. The multiplicity is 1.

CARTESIAN COORDINATES (ANGSTROEM)
C1 8.725 1.355 -0.361
C2 9.619 0.191 -0.927
O1 9.296 -0.514 -1.881
N1 10.917 -0.042 -0.172
H1 11.240 0.679 0.457
H2 10.824 -0.802 0.486
C3 12.102 -0.193 -1.248
H3 8.174 1.960 -1.081
H4 9.214 1.995 0.374
H5 7.887 0.857 0.128
H6 11.918 -0.999 -1.958
H7 12.977 -0.479 -0.665
H8 12.290 0.788 -1.686
C4 -8.572 -8.232 -7.751
C5 -7.153 -8.270 -7.060
O2 -6.553 -7.241 -6.735
N2 -6.533 -9.659 -6.749
H9 -7.217 -10.376 -6.942
H10 -5.711 -9.832 -7.309
C6 -6.327 -9.743 -5.252
H11 -8.454 -9.006 -8.510
H12 -8.980 -7.299 -8.139
H13 -9.281 -8.589 -7.004
H14 -5.988 -10.751 -5.015
H15 -7.304 -9.476 -4.848
H16 -5.566 -9.050 -4.892
C7 -8.045 6.487 6.198
C8 -9.127 7.549 5.901
O3 -10.143 7.335 5.220
N3 -8.794 8.942 6.422
H17 -8.038 8.876 7.088
H18 -8.229 9.327 5.678
C9 -9.985 9.784 6.931
H19 -7.138 6.672 6.773
H20 -7.700 6.055 5.259
H21 -8.526 5.695 6.773
H22 -10.613 10.066 6.087
H23 -9.766 10.798 7.265
H24 -10.508 9.210 7.695
C10 4.932 4.595 6.663
C11 4.201 5.156 5.433
O4 3.646 4.534 4.570
N4 4.399 6.673 5.283
H25 5.358 6.888 5.514
H26 4.423 6.987 4.323
C12 3.241 7.523 5.872
H27 4.729 3.531 6.781
H28 4.827 5.108 7.620
H29 5.997 4.612 6.431
H30 2.202 7.204 5.791
H31 3.225 8.457 5.311
H32 3.594 7.711 6.886
C13 0.561 -6.305 7.308
C14 0.405 -4.858 6.790
O5 1.139 -4.404 5.965
N5 -0.416 -3.897 7.755
H33 -1.373 -3.816 7.441
H34 -0.391 -4.210 8.715
C15 0.138 -2.394 7.879
H35 -0.182 -6.956 6.847
H36 0.667 -6.395 8.389
H37 1.448 -6.664 6.786
H38 1.172 -2.438 8.222
H39 -0.527 -1.936 8.612
H40 0.062 -2.125 6.826
C16 4.515 -6.386 -1.134
C17 4.457 -7.898 -1.056
O6 4.745 -8.424 -0.041
N6 3.693 -8.527 -2.258
H41 2.913 -9.087 -1.945
H42 3.273 -7.790 -2.806
C18 4.511 -9.421 -3.152
H43 3.615 -5.818 -0.897
H44 4.875 -6.184 -2.143
H45 5.317 -5.960 -0.531
H46 5.100 -8.742 -3.768
H47 3.738 -9.795 -3.823
H48 5.129 -10.180 -2.671
C19 -1.956 1.039 0.137
C20 -1.228 0.005 -0.739
O7 0.002 0.080 -0.966
N7 -1.994 -0.785 -1.744
H49 -2.789 -0.214 -1.996
H50 -1.524 -1.036 -2.603
C21 -2.426 -2.126 -1.189
H51 -3.037 1.042 -0.008
H52 -1.781 2.074 -0.156
H53 -1.715 0.869 1.186
H54 -2.975 -1.897 -0.276
H55 -1.576 -2.792 -1.045
H56 -3.108 -2.615 -1.886
C22 0.451 6.349 -6.466
C23 1.477 6.450 -5.424
O8 1.987 5.467 -4.936
N8 1.874 7.826 -5.010
H57 2.850 7.744 -4.760
H58 1.866 8.468 -5.790
C24 0.898 8.380 -3.984
H59 0.136 5.308 -6.392
H60 0.934 6.614 -7.406
H61 -0.411 6.927 -6.134
H62 0.979 7.653 -3.177
H63 -0.112 8.539 -4.364
H64 1.385 9.300 -3.662
O9 1.560 -1.885 -6.543
C25 2.049 -3.164 -6.646
O10 2.752 -3.521 -7.575
O11 1.656 -3.970 -5.837
H65 1.936 -1.473 -7.324
O12 -7.685 3.191 -5.497
C26 -7.116 2.625 -4.383
O13 -6.672 1.450 -4.439
O14 -7.124 3.264 -3.319
H66 -7.847 2.381 -5.985